Entry 1:
{
  "formula": "C46H82HfN6O6",
  "method": "ωB97M-V with the def2-TZVPD basis set",
  "de_lowest_ev": 16.738,
  "lumo_ev": -3.22,
  "multiplicity": 1,
  "e_tot_ev": -71531.816,
  "molar_mass_g_mol": 993.7,
  "elements": ["Hf", "C", "C", "C", "C", "C", "C", "N", "O", "C", "C", "C", "H", "H", "H", "H", "H", "H", "H", "H", "H", "H", "H", "H", "H", "H", "H", "H", "H", "H", "C", "C", "C", "C", "C", "C", "N", "O", "C", "C", "C", "H", "H", "H", "H", "H", "H", "H", "H", "H", "H", "H", "H", "H", "H", "H", "H", "H", "H", "C", "C", "C", "C", "C", "C", "N", "O", "C", "C", "C", "H", "H", "H", "H", "H", "H", "H", "H", "H", "H", "H", "H", "H", "H", "H", "H", "H", "H", "C", "C", "C", "C", "C", "C", "N", "O", "C", "C", "C", "H", "H", "H", "H", "H", "H", "H", "H", "H", "H", "H", "H", "H", "H", "H", "H", "H", "H", "N", "C", "C", "C", "C", "H", "H", "H", "H", "H", "C", "C", "C", "C", "C", "C", "N", "O", "O", "H", "H", "H", "H", "H"],
  "positions_angstrom": [[1.12, 0.80, -0.81], [-5.65, 1.86, -5.86], [-5.71, 0.41, -5.50], [-6.76, -0.29, -6.46], [-6.63, -1.78, -6.65], [-5.25, -2.08, -7.32], [-4.11, -1.03, -6.97], [-4.43, -0.34, -5.69], [-3.30, 0.11, -4.89], [-3.94, 0.01, -8.11], [-2.83, -1.83, -6.92], [-6.20, 0.23, -4.03], [-6.63, 2.25, -6.13], [-4.97, 1.98, -6.70], [-5.41, 2.49, -5.00], [-6.88, 0.11, -7.47], [-7.72, -0.16, -5.96], [-7.51, -2.09, -7.21], [-6.64, -2.08, -5.60], [-5.25, -2.23, -8.40], [-4.91, -3.04, -6.92], [-3.33, 0.85, -7.77], [-4.80, 0.59, -8.43], [-3.69, -0.46, -9.06], [-2.68, -2.51, -6.08], [-2.05, -1.07, -6.83], [-2.41, -2.38, -7.76], [-7.23, 0.51, -3.81], [-5.48, 0.66, -3.33], [-6.15, -0.79, -3.67], [5.70, -4.83, -1.87], [4.79, -6.00, -2.33], [5.58, -7.34, -2.02], [4.71, -8.61, -2.31], [3.59, -8.60, -1.31], [2.69, -7.39, -1.47], [3.44, -6.06, -1.61], [2.69, -4.84, -1.88], [1.82, -7.47, -0.20], [1.79, -7.64, -2.75], [4.65, -6.01, -3.81], [6.66, -4.72, -2.37], [5.80, -4.77, -0.79], [5.26, -3.86, -2.13], [6.10, -7.36, -1.07], [6.38, -7.50, -2.74], [5.34, -9.50, -2.22], [4.35, -8.89, -3.29], [4.06, -8.65, -0.33], [3.14, -9.58, -1.46], [0.94, -8.03, -0.51], [1.50, -6.48, 0.13], [2.20, -7.98, 0.69], [1.34, -8.63, -2.60], [2.46, -7.85, -3.58], [1.20, -6.76, -3.02], [5.66, -5.98, -4.22], [4.17, -5.17, -4.30], [4.07, -6.85, -4.19], [-4.03, 7.48, 1.08], [-2.54, 7.69, 1.59], [-2.49, 8.88, 2.54], [-2.89, 8.74, 3.96], [-2.23, 7.51, 4.56], [-2.52, 6.19, 3.77], [-1.97, 6.45, 2.37], [-1.78, 5.37, 1.57], [-4.04, 5.83, 3.69], [-1.57, 5.24, 4.59], [-1.52, 8.11, 0.46], [-4.81, 7.92, 1.69], [-4.38, 6.46, 0.89], [-4.21, 7.96, 0.12], [-3.01, 9.74, 2.10], [-1.50, 9.24, 2.83], [-3.98, 8.70, 4.00], [-2.61, 9.61, 4.56], [-2.64, 7.34, 5.56], [-1.16, 7.70, 4.58], [-4.41, 5.23, 2.86], [-4.86, 6.52, 3.88], [-4.16, 5.15, 4.53], [-1.93, 4.75, 5.49], [-0.59, 5.71, 4.72], [-1.46, 4.33, 4.00], [-1.80, 9.09, 0.09], [-1.68, 7.46, -0.40], [-0.52, 8.01, 0.89], [5.49, 4.32, 5.09], [5.76, 2.90, 5.69], [5.42, 2.92, 7.25], [5.71, 1.63, 8.04], [4.75, 0.55, 7.38], [4.84, 0.37, 5.78], [4.97, 1.74, 5.15], [4.77, 1.62, 3.76], [3.72, -0.53, 5.32], [6.13, -0.42, 5.56], [7.30, 2.65, 5.45], [4.49, 4.59, 4.74], [5.97, 4.55, 4.14], [5.68, 5.03, 5.89], [4.52, 3.51, 7.42], [6.14, 3.68, 7.59], [5.36, 1.78, 9.06], [6.74, 1.28, 8.15], [3.69, 0.69, 7.58], [4.96, -0.44, 7.78], [3.46, -1.26, 6.09], [3.93, -0.98, 4.35], [2.91, 0.20, 5.26], [5.88, -1.47, 5.47], [6.81, -0.22, 6.39], [6.51, -0.09, 4.59], [7.54, 2.16, 4.50], [7.86, 2.20, 6.27], [7.76, 3.63, 5.35], [4.87, 3.37, -3.51], [4.57, 2.39, -4.45], [3.25, 2.72, -4.88], [2.82, 3.83, -4.14], [3.78, 4.22, -3.31], [5.80, 3.52, -3.14], [5.33, 1.71, -4.81], [2.75, 2.23, -5.70], [1.86, 4.31, -4.24], [3.87, 5.18, -2.84], [-7.14, -6.86, 1.92], [-7.19, -6.04, 3.01], [-6.51, -4.86, 3.02], [-5.61, -4.53, 2.02], [-5.62, -5.36, 0.89], [-6.31, -6.55, 0.83], [-4.79, -3.24, 2.21], [-3.88, -2.99, 1.48], [-4.99, -2.64, 3.21], [-7.78, -7.73, 2.04], [-7.82, -6.44, 3.79], [-6.51, -4.22, 3.89], [-5.09, -5.19, -0.04], [-6.13, -7.12, -0.07]],
  "mulliken_charge": [0.321, -1.647, 1.601, -1.331, -0.675, -1.139, 1.560, 0.320, -0.572, -1.900, -1.742, -1.823, 0.367, 0.312, 0.357, 0.407, 0.584, 0.423, 0.303, 0.395, 0.362, 0.442, 0.373, 0.439, 0.422, 0.430, 0.339, 0.409, 0.438, 0.424, -1.788, 1.582, -1.124, -0.790, -1.210, 1.473, 0.236, -0.559, -1.588, -1.696, -1.614, 0.351, 0.413, 0.411, 0.321, 0.425, 0.429, 0.382, 0.423, 0.414, 0.344, 0.417, 0.347, 0.491, 0.355, 0.360, 0.408, 0.331, 0.265, -1.647, 1.573, -1.335, -0.734, -1.332, 1.543, 0.389, -0.558, -1.712, -1.694, -1.709, 0.335, 0.363, 0.450, 0.451, 0.420, 0.340, 0.403, 0.347, 0.458, 0.371, 0.315, 0.473, 0.385, 0.400, 0.454, 0.384, 0.403, 0.445, -1.734, 1.568, -1.334, -0.627, -1.328, 1.500, 0.424, -0.533, -1.806, -1.697, -1.743, 0.386, 0.394, 0.435, 0.447, 0.487, 0.369, 0.307, 0.432, 0.446, 0.408, 0.384, 0.472, 0.482, 0.315, 0.343, 0.383, 0.311, 0.517, -0.020, -0.444, -0.383, -0.355, -0.500, 0.212, 0.363, 0.378, 0.410, 0.347, -0.226, -0.484, -0.171, 0.028, -0.234, -0.512, 0.975, -0.572, -0.586, 0.333, 0.332, 0.405, 0.358, 0.352]
}

Entry 2:
{
  "formula": "C46H83FNO11P",
  "method": "ωB97M-V with the def2-TZVPD basis set",
  "lumo_ev": -1.10,
  "smiles": "CCCCCCCCCCCCCCCC1=C(c2cccnc2)C(=O)c2c(c(C)c(F)c(COCC)c2P(O)O)C1=O.CCO.CCO.CCO.CCO.CCO.CCO",
  "multiplicity": 1,
  "e_tot_ev": -85052.418,
  "molar_mass_g_mol": 876.1,
  "elements": ["C", "C", "C", "C", "C", "C", "C", "C", "C", "C", "C", "C", "C", "C", "C", "C", "C", "C", "C", "C", "C", "N", "C", "C", "O", "C", "C", "C", "C", "C", "F", "C", "C", "O", "C", "C", "C", "P", "O", "O", "C", "O", "H", "H", "H", "H", "H", "H", "H", "H", "H", "H", "H", "H", "H", "H", "H", "H", "H", "H", "H", "H", "H", "H", "H", "H", "H", "H", "H", "H", "H", "H", "H", "H", "H", "H", "H", "H", "H", "H", "H", "H", "H", "H", "H", "H", "H", "H", "H", "C", "C", "O", "H", "H", "H", "H", "H", "H", "C", "C", "O", "H", "H", "H", "H", "H", "H", "C", "C", "O", "H", "H", "H", "H", "H", "H", "C", "C", "O", "H", "H", "H", "H", "H", "H", "C", "C", "O", "H", "H", "H", "H", "H", "H", "C", "C", "O", "H", "H", "H", "H", "H", "H"],
  "positions_angstrom": [[-2.99, 1.31, 5.71], [-4.06, 0.15, 6.09], [-4.91, -0.27, 4.79], [-4.39, -1.72, 4.29], [-3.06, -1.47, 3.41], [-2.49, -2.91, 2.97], [-3.44, -3.72, 1.96], [-3.47, -3.10, 0.46], [-2.08, -3.59, -0.24], [-1.86, -2.63, -1.51], [-0.44, -2.74, -2.23], [0.85, -2.79, -1.28], [1.66, -1.40, -1.13], [1.16, -0.51, 0.15], [-0.23, 0.17, -0.29], [-0.38, 1.72, 0.05], [0.54, 2.75, -0.33], [1.86, 2.40, -1.17], [1.68, 2.03, -2.68], [3.07, 1.70, -3.35], [4.30, 1.81, -2.44], [4.41, 2.11, -1.06], [3.19, 2.42, -0.40], [0.20, 4.28, 0.05], [1.07, 5.09, 0.45], [-1.37, 4.64, -0.11], [-2.38, 3.51, 0.32], [-3.92, 3.66, 0.21], [-4.97, 2.52, 0.59], [-4.43, 5.03, -0.38], [-5.86, 5.13, -0.52], [-3.45, 6.16, -0.80], [-3.98, 7.56, -1.44], [-5.28, 7.45, -2.05], [-5.21, 7.21, -3.47], [-4.84, 5.68, -3.87], [-1.90, 6.00, -0.68], [-0.60, 7.28, -1.18], [-0.19, 6.94, -2.82], [-1.17, 8.89, -1.02], [-1.73, 2.13, 0.86], [-2.17, 1.47, 1.82], [-3.51, 2.34, 5.74], [-2.15, 1.30, 6.50], [-2.58, 1.17, 4.65], [-3.45, -0.74, 6.49], [-4.78, 0.55, 6.88], [-4.64, 0.49, 3.96], [-6.03, -0.37, 4.96], [-5.17, -2.19, 3.58], [-4.13, -2.43, 5.17], [-3.24, -0.84, 2.47], [-2.24, -0.99, 4.07], [-2.35, -3.55, 3.93], [-1.42, -2.73, 2.58], [-4.48, -3.91, 2.39], [-2.95, -4.77, 1.84], [-4.39, -3.53, -0.04], [-3.53, -1.95, 0.52], [-2.27, -4.65, -0.62], [-1.29, -3.51, 0.58], [-2.17, -1.56, -1.20], [-2.65, -2.95, -2.29], [-0.44, -3.61, -2.97], [-0.33, -1.78, -2.88], [0.67, -3.19, -0.22], [1.59, -3.53, -1.77], [1.47, -0.80, -2.09], [2.78, -1.62, -1.06], [1.98, 0.22, 0.47], [1.02, -1.25, 1.03], [-1.06, -0.41, 0.27], [-0.41, 0.03, -1.41], [0.68, 2.00, -3.22], [3.13, 1.42, -4.46], [5.31, 1.60, -2.97], [3.21, 2.67, 0.73], [-4.57, 1.70, 1.26], [-5.91, 3.00, 1.02], [-5.26, 2.00, -0.41], [-3.24, 7.77, -2.31], [-3.94, 8.38, -0.65], [-4.55, 7.94, -4.05], [-6.28, 7.38, -3.88], [-5.48, 5.40, -4.79], [-5.10, 4.92, -3.06], [-3.74, 5.67, -4.18], [-0.77, 6.19, -3.12], [-1.47, 9.16, -1.93], [0.86, -7.23, -3.77], [-0.27, -6.60, -2.98], [-0.86, -5.55, -3.73], [1.62, -6.48, -4.01], [1.33, -8.04, -3.21], [0.49, -7.63, -4.72], [0.11, -6.18, -2.04], [-1.04, -7.34, -2.74], [-1.20, -5.93, -4.55], [5.39, -3.75, 0.93], [4.44, -4.72, 0.25], [4.02, -4.18, -1.00], [4.91, -2.79, 1.09], [5.72, -4.14, 1.89], [6.27, -3.57, 0.31], [3.55, -4.88, 0.86], [4.92, -5.68, 0.07], [4.81, -4.05, -1.54], [9.11, 0.99, -1.06], [8.15, 0.04, -1.74], [7.71, 0.59, -2.98], [8.64, 1.96, -0.88], [9.45, 0.58, -0.10], [9.99, 1.17, -1.69], [7.26, -0.12, -1.12], [8.62, -0.93, -1.93], [8.49, 0.72, -3.53], [7.98, -0.11, 3.50], [6.86, -1.13, 3.42], [7.15, -2.09, 2.41], [8.11, 0.40, 2.54], [7.76, 0.64, 4.27], [8.93, -0.60, 3.74], [5.92, -0.65, 3.15], [6.73, -1.65, 4.37], [7.98, -2.53, 2.65], [1.44, 3.16, 7.05], [0.25, 2.40, 7.60], [-0.84, 3.28, 7.82], [1.75, 3.94, 7.74], [2.29, 2.49, 6.88], [1.18, 3.65, 6.11], [0.50, 1.92, 8.55], [-0.07, 1.61, 6.90], [-1.06, 3.69, 6.97], [-4.42, -4.62, -7.07], [-2.92, -4.55, -7.29], [-2.32, -5.81, -7.03], [-4.64, -4.92, -6.04], [-4.89, -3.66, -7.26], [-4.87, -5.38, -7.72], [-2.47, -3.82, -6.62], [-2.70, -4.26, -8.32], [-2.72, -6.46, -7.63]],
  "mulliken_charge": [-0.472, -0.696, -0.132, -0.726, 0.740, -0.704, -0.804, -0.297, -0.360, -0.609, -0.388, -0.376, -0.511, -0.362, 0.659, -0.057, 0.489, 0.502, -0.289, -0.521, -0.034, -0.466, -0.271, -0.201, -0.512, -0.146, 0.092, 0.627, -0.998, -0.192, -0.390, 0.656, -0.600, -0.413, -0.383, -0.602, 0.440, 0.288, -0.494, -0.466, -0.625, -0.434, 0.327, 0.002, 0.082, 0.289, 0.360, -0.130, 0.409, 0.325, 0.238, -0.561, 0.110, 0.422, 0.145, 0.374, 0.355, 0.365, 0.034, 0.280, 0.153, 0.156, 0.346, 0.290, 0.179, 0.244, 0.051, 0.157, 0.242, 0.169, 0.413, -0.459, 0.246, 0.417, 0.311, 0.239, 0.353, -0.021, 0.346, 0.290, 0.150, 0.346, 0.270, 0.345, 0.335, 0.110, 0.152, 0.352, 0.322, -1.210, -0.088, -0.403, 0.287, 0.347, 0.351, 0.236, 0.300, 0.190, -0.881, -0.370, -0.422, 0.214, 0.356, 0.286, 0.300, 0.290, 0.255, -1.069, -0.100, -0.507, 0.270, 0.270, 0.383, 0.233, 0.250, 0.284, -0.998, -0.221, -0.423, 0.192, 0.340, 0.336, 0.273, 0.274, 0.237, -1.055, -0.055, -0.508, 0.269, 0.316, 0.313, 0.276, 0.149, 0.313, -1.001, -0.179, -0.499, 0.256, 0.317, 0.327, 0.265, 0.261, 0.277]
}

Entry 3:
{
  "formula": "C46H84N9O3RbS2",
  "method": "ωB97M-V with the def2-TZVPD basis set",
  "de_lowest_ev": 0.000,
  "lumo_ev": [-0.79, -0.79],
  "multiplicity": 1,
  "e_tot_ev": -90945.689,
  "molar_mass_g_mol": 960.8,
  "elements": ["Rb", "C", "C", "C", "C", "C", "C", "C", "N", "C", "C", "C", "C", "C", "C", "O", "C", "C", "C", "C", "C", "C", "C", "C", "C", "O", "C", "C", "C", "C", "C", "C", "H", "H", "H", "H", "H", "H", "H", "H", "H", "H", "H", "H", "H", "H", "H", "H", "H", "H", "H", "H", "H", "H", "H", "H", "H", "H", "H", "H", "H", "H", "H", "H", "H", "H", "H", "H", "H", "H", "H", "H", "C", "C", "N", "C", "C", "S", "C", "C", "N", "H", "H", "H", "H", "H", "H", "H", "H", "H", "H", "H", "H", "H", "H", "N", "C", "C", "C", "C", "N", "H", "H", "H", "H", "H", "H", "H", "H", "H", "H", "H", "H", "C", "N", "C", "N", "C", "N", "C", "N", "C", "C", "H", "H", "H", "H", "H", "H", "H", "H", "H", "H", "H", "H", "C", "S", "C", "O", "H", "H", "H", "H", "H", "H"],
  "positions_angstrom": [[-0.83, -1.22, -0.29], [0.61, 6.40, 0.83], [-0.74, 6.05, 1.46], [-1.85, 6.61, 0.55], [-0.83, 6.73, 2.83], [-0.92, 4.55, 1.63], [0.00, 3.63, 1.22], [-0.25, 2.23, 1.30], [0.54, 1.31, 0.69], [1.82, 1.47, 0.45], [2.68, 2.39, 1.15], [3.96, 2.58, 0.79], [4.46, 1.85, -0.36], [3.77, 0.90, -1.03], [2.39, 0.61, -0.61], [1.72, -0.28, -1.16], [4.38, 0.11, -2.19], [5.79, 0.59, -2.53], [4.47, -1.37, -1.81], [3.52, 0.28, -3.46], [4.94, 3.47, 1.55], [4.27, 4.16, 2.74], [6.10, 2.62, 2.08], [5.48, 4.56, 0.61], [-1.54, 1.73, 1.80], [-1.79, 0.50, 1.78], [-2.48, 2.73, 2.27], [-2.14, 4.05, 2.17], [-3.89, 2.39, 2.80], [-4.10, 3.08, 4.16], [-4.19, 0.90, 3.00], [-4.93, 2.93, 1.80], [0.70, 7.48, 0.75], [0.70, 5.98, -0.17], [1.44, 6.03, 1.44], [-1.74, 7.69, 0.43], [-2.84, 6.42, 0.96], [-1.80, 6.15, -0.44], [-0.72, 7.82, 2.73], [-0.03, 6.37, 3.49], [-1.78, 6.54, 3.32], [0.90, 3.95, 0.72], [2.27, 2.87, 2.03], [5.48, 2.06, -0.66], [6.48, 0.45, -1.69], [5.81, 1.64, -2.82], [6.17, 0.00, -3.36], [5.14, -1.51, -0.96], [4.86, -1.95, -2.65], [3.49, -1.77, -1.55], [3.47, 1.33, -3.75], [2.51, -0.08, -3.31], [3.98, -0.27, -4.28], [3.91, 3.44, 3.47], [3.43, 4.78, 2.42], [4.99, 4.81, 3.23], [5.74, 1.85, 2.76], [6.82, 3.25, 2.61], [6.64, 2.13, 1.27], [4.67, 5.19, 0.24], [5.99, 4.13, -0.26], [6.20, 5.19, 1.13], [-2.87, 4.78, 2.49], [-3.36, 2.72, 4.88], [-5.09, 2.86, 4.54], [-4.00, 4.16, 4.09], [-3.50, 0.44, 3.71], [-4.13, 0.34, 2.07], [-5.21, 0.82, 3.41], [-4.84, 4.01, 1.65], [-5.94, 2.73, 2.16], [-4.81, 2.45, 0.83], [-1.52, -4.34, 3.54], [-1.93, -2.88, 3.76], [-1.18, -1.97, 2.93], [0.11, -1.52, 3.40], [1.24, -2.55, 3.35], [1.50, -3.36, 1.74], [1.08, -5.09, 2.12], [-0.35, -5.52, 1.74], [-1.41, -4.60, 2.11], [-2.27, -5.00, 3.99], [-0.58, -4.54, 4.08], [-1.85, -2.64, 4.83], [-2.99, -2.78, 3.49], [-1.72, -1.15, 2.66], [0.06, -1.15, 4.44], [0.38, -0.66, 2.78], [1.11, -3.33, 4.10], [2.17, -2.04, 3.60], [1.28, -5.25, 3.18], [1.79, -5.71, 1.57], [-0.54, -6.51, 2.18], [-0.40, -5.65, 0.66], [-1.17, -3.70, 1.70], [-2.52, -2.16, -4.17], [-2.16, -1.00, -4.99], [-1.77, 0.18, -4.12], [-2.95, 0.79, -3.37], [-2.55, 1.99, -2.52], [-1.70, 1.58, -1.40], [-3.07, -2.84, -4.69], [-3.05, -1.90, -3.34], [-2.97, -0.68, -5.66], [-1.32, -1.29, -5.63], [-1.31, 0.94, -4.75], [-1.00, -0.15, -3.41], [-3.41, 0.06, -2.71], [-3.70, 1.10, -4.10], [-3.45, 2.43, -2.09], [-2.09, 2.75, -3.16], [-1.70, 2.27, -0.67], [-0.73, 1.46, -1.68], [1.56, -4.52, -1.51], [0.40, -3.71, -1.89], [0.81, -2.85, -3.02], [1.29, -3.62, -4.17], [2.43, -4.44, -3.72], [2.06, -5.34, -2.62], [0.97, -6.20, -3.08], [-0.20, -5.43, -3.51], [-0.66, -4.61, -2.39], [0.22, -4.53, -4.59], [1.28, -5.18, -0.69], [2.36, -3.86, -1.17], [1.59, -2.17, -2.68], [-0.06, -2.27, -3.34], [3.22, -3.77, -3.38], [2.80, -5.03, -4.56], [0.67, -6.86, -2.26], [1.32, -6.80, -3.91], [-0.97, -5.27, -1.57], [-1.51, -4.00, -2.70], [-0.64, -3.93, -4.90], [0.57, -5.12, -5.43], [-5.92, -2.56, -1.10], [-4.37, -3.42, -0.81], [-4.52, -3.57, 0.97], [-3.30, -2.39, -1.04], [-6.75, -3.21, -0.83], [-5.96, -2.32, -2.16], [-5.92, -1.65, -0.50], [-5.38, -4.19, 1.20], [-4.62, -2.58, 1.39], [-3.60, -4.05, 1.32]],
  "mulliken_charge": [-0.510, -1.910, 1.919, -1.749, -1.728, 0.204, -0.486, -2.104, 1.383, -1.460, -0.451, 0.010, -0.308, -0.382, -0.176, 0.866, 2.701, -2.390, -1.333, -1.564, 1.951, -1.743, -1.674, -1.664, 0.442, -0.265, 0.635, -0.698, 2.081, -1.794, -2.098, -1.736, 0.498, 0.368, 0.168, 0.446, 0.328, 0.341, 0.474, 0.327, 0.293, 0.685, 0.833, 0.453, 0.403, 0.437, 0.453, 0.398, 0.513, -0.082, 0.376, 0.153, 0.488, 0.362, 0.058, 0.477, 0.357, 0.465, 0.306, 0.290, 0.280, 0.496, 0.390, 0.393, 0.472, 0.323, 0.343, 0.315, 0.578, 0.308, 0.475, 0.254, -0.793, -0.693, 1.189, -0.251, -1.019, 0.189, -1.313, -0.135, -0.040, 0.443, 0.341, 0.363, 0.318, -0.352, 0.352, -0.375, 0.477, 0.667, 0.558, 0.602, 0.448, -0.256, -0.150, -0.211, -1.056, -0.073, -0.046, -1.192, 0.356, 0.258, -0.038, 0.469, 0.398, 0.531, -0.249, -0.094, 0.415, 0.477, 0.356, -0.210, -0.012, -0.874, 1.132, 0.195, 0.155, -0.564, 0.152, -0.719, 0.138, -0.709, -0.617, 0.094, 0.074, 0.023, -0.543, 0.131, 0.350, 0.338, 0.354, 0.116, 0.159, 0.145, 0.396, -1.117, 0.406, -0.207, -0.431, 0.446, 0.374, 0.257, 0.545, 0.012, -0.122]
}